*a*
{"formula": "H8O4", "method": "ωB97M-V/def2-TZVPD", "charge": 0, "smiles": "O.O.O.O", "homo_lumo_gap_ev": 12.127, "homo_energy_ev": -11.25, "symbols": ["O", "H", "H", "O", "H", "H", "O", "H", "H", "O", "H", "H"], "xyz": [[-0.46, 2.65, 0.07], [-1.18, 2.24, 0.57], [-0.44, 3.56, 0.41], [1.74, 0.69, -3.62], [1.96, -0.22, -3.84], [0.89, 0.63, -3.16], [-0.22, 1.36, 7.73], [0.06, 2.19, 7.35], [0.48, 0.75, 7.96], [-0.91, -4.62, -4.25], [-1.56, -5.11, -3.74], [-1.22, -4.63, -5.16]]}

*b*
{"formula": "H8O4", "method": "ωB97M-V/def2-TZVPD", "charge": 0, "smiles": "O.O.O.O", "homo_lumo_gap_ev": 10.726, "homo_energy_ev": -10.59, "symbols": ["O", "H", "H", "O", "H", "H", "O", "H", "H", "O", "H", "H"], "xyz": [[15.05, 33.93, 15.83], [15.82, 33.70, 16.34], [15.24, 34.80, 15.47], [17.54, 33.76, 16.79], [18.09, 34.29, 17.37], [17.99, 32.93, 16.71], [11.95, 33.19, 15.32], [12.06, 33.48, 14.42], [12.78, 32.77, 15.54], [14.41, 31.03, 16.03], [14.80, 31.90, 16.08], [15.04, 30.52, 15.52]]}

The structure with the least stability is *a*.

*a*
{"formula": "C5H13NO2", "method": "ωB97M-V/def2-TZVPD", "charge": 0, "smiles": "CC(N)=O.CCCO", "homo_lumo_gap_ev": 10.407, "homo_energy_ev": -9.60, "symbols": ["C", "C", "N", "O", "H", "H", "H", "H", "H", "C", "C", "C", "O", "H", "H", "H", "H", "H", "H", "H", "H"], "xyz": [[1.70, -2.58, 1.58], [1.24, -1.25, 1.01], [0.46, -1.37, -0.08], [1.53, -0.17, 1.50], [2.27, -2.41, 2.49], [2.34, -3.08, 0.85], [0.85, -3.21, 1.79], [0.32, -2.27, -0.51], [0.28, -0.54, -0.64], [-2.22, 0.89, -1.03], [-1.27, 1.42, 0.04], [0.03, 1.98, -0.56], [0.59, 1.06, -1.49], [-1.80, 0.02, -1.53], [-2.41, 1.65, -1.78], [-3.17, 0.61, -0.58], [-1.03, 0.63, 0.75], [-1.75, 2.23, 0.59], [-0.18, 2.92, -1.07], [0.73, 2.16, 0.26], [1.51, 1.27, -1.60]]}

*b*
{"formula": "C5H13NO2", "method": "ωB97M-V/def2-TZVPD", "charge": 0, "homo_lumo_gap_ev": 6.115, "homo_energy_ev": -8.82, "symbols": ["C", "C", "C", "C", "C", "O", "N", "H", "H", "H", "H", "H", "H", "H", "H", "H", "H", "H", "H", "H", "O"], "xyz": [[-0.57, 1.94, -0.47], [0.28, 0.69, -0.50], [-0.12, -0.04, 0.79], [-0.97, -1.32, 0.50], [-2.23, -1.21, -0.29], [-3.06, -0.12, -0.36], [1.66, 1.02, -0.43], [-0.22, 2.70, 0.25], [-1.70, 1.65, -0.26], [-0.58, 2.46, -1.44], [-0.04, 0.05, -1.24], [0.89, -0.51, 1.14], [-0.69, 0.58, 1.47], [-1.15, -1.22, -0.76], [-0.27, -2.19, 0.68], [-2.67, -2.19, -0.51], [1.90, 1.32, 0.44], [1.30, -0.90, 1.84], [3.54, -1.52, -0.22], [2.16, 0.14, -0.51], [2.53, -1.35, -0.11]]}

*c*
{"formula": "C5H13NO2", "method": "ωB97M-V/def2-TZVPD", "charge": 0, "smiles": "C[C@@H](O)CCNCO", "homo_lumo_gap_ev": 9.515, "homo_energy_ev": -8.73, "symbols": ["C", "C", "O", "C", "C", "N", "C", "O", "H", "H", "H", "H", "H", "H", "H", "H", "H", "H", "H", "H", "H"], "xyz": [[0.50, 0.66, 2.55], [-0.45, 1.34, 1.48], [-0.29, 2.73, 1.46], [-0.17, 0.90, 0.01], [-0.52, -0.60, -0.10], [0.63, -1.29, -0.90], [0.35, -1.10, -2.42], [0.76, -2.44, -2.98], [1.47, 0.36, 2.09], [-0.06, 0.00, 3.04], [0.79, 1.16, 3.45], [-1.48, 0.89, 1.78], [-0.63, 3.13, 0.72], [-1.00, 1.41, -0.61], [0.76, 1.19, -0.48], [-1.46, -0.63, -0.82], [-0.54, -1.12, 0.88], [0.85, -2.25, -0.62], [-0.64, -0.80, -2.52], [1.17, -0.45, -2.88], [-0.03, -3.08, -3.11]]}

The structure with the least stability is *b*.